[1]
Entry from OMol25: a cluster of 25 separate species, B2H54N2O29S in total (ωB97M-V/def2-TZVPD).

The calculation puts the molar mass at 600.11 g mol⁻¹. The maximum force is 0.76 eV/A. The HOMO-LUMO gap comes out at 10.20 eV. As for the electronic energy: -75430.4830 eV.

Atoms and positions in Å:
N  1.33580  -1.07552  2.21252
B  1.75018  0.24949  1.92075
O  2.70073  0.97029  2.58193
O  1.18916  0.86231  0.72273
S  0.11849  2.04272  0.93670
O  0.19229  2.30965  2.36714
O  -1.27225  1.29351  0.73044
B  -1.70768  0.21157  1.58833
N  -2.31998  0.57967  2.81804
O  -1.61128  -1.05214  1.11371
H  0.74225  -1.13514  3.03008
H  0.79475  -1.45887  1.44613
H  2.35000  1.79650  2.93158
H  -2.15132  1.54096  3.08307
H  -2.16177  -0.03092  3.60778
H  -1.71945  -1.73817  1.78902
O  0.02020  2.29711  -2.39063
H  0.41253  1.41832  -2.38063
H  -0.76638  2.18784  -2.93934
O  2.17118  -1.05583  -1.40112
H  2.29943  -0.47827  -2.16126
H  1.80510  -0.50383  -0.69899
O  4.07513  -2.49501  0.22677
H  3.45358  -2.00043  -0.32661
H  4.25915  -3.27399  -0.31111
O  3.67415  2.52545  0.09395
H  3.51494  1.93373  0.84250
H  3.17301  3.32368  0.29301
O  -5.16440  0.92501  3.91180
H  -4.41207  0.65462  3.36568
H  -5.92230  0.80705  3.32890
O  -0.37824  -3.13885  3.21610
H  -0.67783  -4.04566  3.34004
H  0.49366  -3.14832  3.62435
O  -0.41639  -1.99933  -2.88245
H  -0.66008  -2.92646  -2.73847
H  0.33204  -1.85514  -2.29065
O  -5.18730  -1.23963  1.40853
H  -5.14953  -1.27607  0.44766
H  -4.37269  -0.79407  1.66488
O  0.51264  5.36710  -3.27212
H  0.41502  4.41941  -3.12237
H  1.32482  5.59156  -2.79451
O  0.80577  5.61676  0.55802
H  0.52568  4.83931  1.05114
H  0.37785  6.35055  1.00980
O  -3.00773  -2.31585  4.19483
H  -2.39414  -2.48286  4.91629
H  -3.70918  -2.96710  4.30788
O  -3.46788  2.62868  -1.97160
H  -2.86441  3.34535  -2.19223
H  -3.02983  2.15945  -1.25318
O  -0.83593  -4.74232  -1.99804
H  -0.37722  -4.76990  -1.15377
H  -1.46843  -5.47214  -1.97305
O  4.36472  4.43264  -2.48436
H  4.25232  3.90198  -1.68910
H  3.79020  5.19740  -2.37040
O  0.57868  -1.17239  -5.58661
H  0.14452  -1.84476  -5.04600
H  0.17917  -0.36406  -5.25421
O  0.11283  -5.35156  5.16391
H  -0.19497  -6.26015  5.23945
H  0.97828  -5.35396  5.58484
O  4.86574  -3.51676  -2.41981
H  4.89567  -3.53660  -3.38137
H  5.63440  -2.98617  -2.18654
O  5.21782  0.10452  -1.11264
H  5.18679  -0.58727  -0.44135
H  4.72249  0.86215  -0.78280
O  5.99370  -2.30783  -5.06061
H  6.62358  -1.69647  -5.45231
H  5.22227  -2.26180  -5.63455
O  -0.92634  5.71503  -5.77353
H  -0.53327  5.61556  -4.89260
H  -0.39207  6.39068  -6.19693
O  -5.12846  -4.53733  4.91801
H  -5.81022  -5.17730  4.69477
H  -5.60020  -3.83063  5.37182
O  2.63866  6.91814  -2.01839
H  2.62184  7.57160  -2.72526
H  2.27277  7.36300  -1.24783
O  -2.88468  -6.94874  -2.03918
H  -2.65104  -7.88112  -2.01150
H  -3.54933  -6.87486  -2.73059
O  -6.64737  3.53507  4.57846
H  -6.28494  2.64450  4.67292
H  -7.30737  3.46161  3.88436

Atoms 1-3, force components in eV/Å:
-0.3 0.6 -0.4
-0.1 -0.1 -0.2
-0.1 -0.3 0.5


[2]
Entry from OMol25: a structure of composition B2H8Sn at a distorted geometry (ωB97M-V/def2-TZVPD).

The calculation puts the molar mass at 148.40 g mol⁻¹. The maximum force is 5.18 eV/A. The HOMO-LUMO gap comes out at 7.97 eV. As for the electronic energy: -7307.5738 eV. The energy relative to the best compared isomer or geometry (same formula, charge and spin) comes out at 0.290 eV.

Atoms and positions in Å:
Sn  -0.64092  0.37305  -0.25307
B  1.37299  1.44439  -1.09185
H  2.14852  2.18154  -0.95253
H  1.32127  0.82521  -0.20970
H  0.42090  1.94048  -1.19981
H  1.60126  0.82625  -1.94628
B  -1.23629  -1.49824  1.12750
H  -0.18025  -1.42170  0.91969
H  -1.57970  -0.85960  1.92654
H  -1.79011  -1.30589  0.22167
H  -1.43768  -2.50549  1.45784

Atoms 1-3, force components in eV/Å:
-0.6 0.3 0.2
0.3 0.7 -1.0
2.7 2.4 0.8


[3]
Entry from OMol25: a structure of composition B3ClH12Ni at a distorted geometry (ωB97M-V/def2-TZVPD).

The calculation puts the molar mass at 138.68 g mol⁻¹. The maximum force is 4.65 eV/A. The HOMO-LUMO gap (alpha / beta) comes out at 8.08 / 7.99 eV. As for the electronic energy: -55783.5914 eV. As for the total charge: -2. The energy relative to the best compared isomer or geometry (same formula, charge and spin) comes out at 0.000 eV. As for the multiplicity: 3.

Atoms and positions in Å:
Ni  -0.48504  0.10731  0.13485
B  0.35774  -0.29103  -1.93805
H  0.91107  0.19319  -1.14837
H  -0.34926  -0.94083  -1.44598
H  -0.14761  0.47442  -2.50634
H  0.96726  -0.88283  -2.60326
B  0.27307  2.03590  0.82756
H  0.39999  3.00986  1.27426
H  -0.65172  1.60449  1.17812
H  0.27969  2.04652  -0.25137
H  1.06514  1.39427  1.18137
B  0.04998  -1.76255  1.05209
H  0.86167  -1.25141  0.55797
H  -0.49887  -1.09293  1.69599
H  -0.61839  -2.24042  0.35268
H  0.47998  -2.53999  1.66440
Cl  -2.89470  0.13604  -0.02590

Atoms 1-3, force components in eV/Å:
-1.2 0.3 -0.6
0.1 0.5 -0.6
3.0 1.8 2.4


[4]
Entry from OMol25: a structure of composition B4F16Hg at a distorted geometry (ωB97M-V/def2-TZVPD).

The calculation puts the molar mass at 547.81 g mol⁻¹. The maximum force is 2.75 eV/A. The HOMO-LUMO gap comes out at 11.86 eV. As for the electronic energy: -50387.3358 eV. As for the total charge: -2. The energy relative to the best compared isomer or geometry (same formula, charge and spin) comes out at 0.645 eV.

Atoms and positions in Å:
Hg  0.10855  -0.07928  0.05982
B  -2.61873  -0.60423  -0.47182
F  -3.18021  0.41181  -1.21828
F  -3.62616  -1.60568  -0.31364
F  -1.54185  -1.25715  -1.08904
F  -2.11330  -0.17647  0.76840
B  0.54178  -1.06509  2.52639
F  1.36285  -1.38173  1.44984
F  1.09236  -1.59961  3.67955
F  0.33523  0.30883  2.52605
F  -0.65886  -1.69824  2.32595
B  1.81228  -1.05144  -1.78172
F  2.73640  -1.30082  -2.76318
F  0.80008  -0.19758  -2.19346
F  1.17047  -2.19984  -1.27313
F  2.43858  -0.44978  -0.68137
B  0.25224  2.81277  -0.31737
F  -0.86160  2.33339  0.37658
F  -0.02899  2.92151  -1.67013
F  0.65529  4.02726  0.19885
F  1.32360  1.85137  -0.13829

Atoms 1-3, force components in eV/Å:
-0.2 0.4 0.0
-2.4 -1.4 -0.1
0.5 0.3 0.0


[5]
Entry from OMol25: a structure of composition B5CuH20 at a distorted geometry (ωB97M-V/def2-TZVPD).

The calculation puts the molar mass at 137.77 g mol⁻¹. The maximum force is 1.77 eV/A. The HOMO-LUMO gap (alpha / beta) comes out at 6.75 / 6.74 eV. As for the electronic energy: -48333.9160 eV. As for the total charge: -3. The energy relative to the best compared isomer or geometry (same formula, charge and spin) comes out at 0.498 eV. As for the multiplicity: 2.

Atoms and positions in Å:
Cu  0.06543  0.02909  0.24844
B  -0.62388  -2.50811  -0.00122
H  -0.75868  -1.87830  -1.01633
H  0.06240  -3.44477  -0.36342
H  -0.13709  -1.78651  0.83567
H  -1.70317  -2.92690  0.34955
B  -2.00182  0.05731  1.63516
H  -1.86924  -0.14406  0.45905
H  -3.15471  0.37656  1.84342
H  -1.80922  -0.91394  2.31914
H  -1.26091  0.94135  1.99165
B  1.75315  -0.49524  -1.71772
H  1.68838  -0.80634  -0.55709
H  2.57042  -1.10571  -2.38322
H  0.68904  -0.70539  -2.23224
H  1.95635  0.67739  -1.89027
B  -0.85958  1.84757  -1.45517
H  -0.21436  2.24276  -0.52298
H  -0.23680  1.90912  -2.48727
H  -1.13653  0.67182  -1.33836
H  -1.90752  2.45754  -1.56052
B  1.79084  1.09869  1.55718
H  0.80975  1.77234  1.37526
H  1.44734  0.02084  2.00799
H  2.36362  0.93306  0.53190
H  2.47678  1.67982  2.37140

Atoms 1-3, force components in eV/Å:
-0.6 -0.5 -0.7
-0.4 -0.4 -1.3
-0.3 0.2 -0.3


[6]
Entry from OMol25: a structure of composition B5F20Li at a distorted geometry (ωB97M-V/def2-TZVPD).

The calculation puts the molar mass at 440.96 g mol⁻¹. The maximum force is 4.58 eV/A. The HOMO-LUMO gap (alpha / beta) comes out at 10.00 / 2.82 eV. As for the electronic energy: -57965.0464 eV. As for the total charge: -3. As for the multiplicity: 2.

Atoms and positions in Å:
Li  0.09362  -0.19855  -0.03915
B  2.26247  -1.87067  1.40359
F  2.80554  -1.89469  2.69439
F  1.53377  -2.95142  1.12171
F  1.53994  -0.79725  1.26904
F  3.29048  -1.98528  0.44761
B  1.71671  1.33046  -1.87417
F  2.54656  1.65446  -0.84006
F  0.58432  2.12258  -1.80501
F  2.39070  1.58067  -2.98894
F  1.27105  0.04432  -1.68865
B  -1.35247  -2.52572  -0.12538
F  -0.24885  -2.42471  -0.99347
F  -2.47814  -2.66413  -0.82266
F  -1.08396  -3.56445  0.63281
F  -1.44302  -1.36129  0.60003
B  0.40765  2.26645  2.01871
F  -0.09105  1.29874  1.19392
F  0.83784  3.34041  1.23209
F  -0.56650  2.55993  2.91017
F  1.49588  1.78496  2.63496
B  -3.09171  0.83773  -1.40707
F  -3.60350  -0.43385  -1.40800
F  -4.12167  1.66514  -0.93517
F  -2.02500  0.95830  -0.61186
F  -2.67060  1.22786  -2.61947

Atoms 1-3, force components in eV/Å:
0.3 -0.2 0.3
2.7 -2.0 -0.1
0.5 -0.2 0.9


[7]
Entry from OMol25: an isolated molecule of BCl2F at a distorted geometry (ωB97M-V/def2-TZVPD).

The calculation puts the molar mass at 100.72 g mol⁻¹. The maximum force is 3.55 eV/A. The HOMO-LUMO gap comes out at 11.14 eV. As for the electronic energy: -28441.8739 eV. Its SMILES is FB(Cl)Cl.

Atoms and positions in Å:
F  -1.29490  -0.33041  -0.76449
B  -0.08061  0.09935  -0.20665
Cl  0.01417  1.02144  1.42335
Cl  1.36134  -0.79038  -0.45221

Atoms 1-3, force components in eV/Å:
2.9 1.7 1.1
-2.6 -1.2 2.1
-0.8 -0.4 -2.2


[8]
Entry from OMol25: a structure of composition BCsH4 at a distorted geometry (ωB97M-V/def2-TZVPD).

The calculation puts the molar mass at 147.75 g mol⁻¹. The maximum force is 1.07 eV/A. The HOMO-LUMO gap comes out at 6.87 eV. As for the electronic energy: -1287.0347 eV. The energy relative to the best compared isomer or geometry (same formula, charge and spin) comes out at 0.675 eV.

Atoms and positions in Å:
Cs  3.20464  -0.49436  0.21319
B  -0.64771  0.09207  -0.04617
H  -1.08022  -1.03656  -0.12220
H  -1.03731  0.75034  -0.98246
H  -1.00086  0.60026  0.99545
H  0.56146  0.08824  -0.05780

Atoms 1-3, force components in eV/Å:
-0.6 0.1 0.0
-0.6 0.1 0.1
0.1 -0.3 0.0